Entry 1:
This record from OMol25 describes the molecule C3H3Cl3. The level of theory is the ωB97M-V functional and the def2-TZVPD basis.

The geometry in XYZ format:
```
9
Properties=species:S:1:pos:R:3:nbo_charge:R:1
Cl 1.14 2.05 0.41 0.008
C 0.33 0.71 -0.36 -0.257
C -0.87 0.04 0.32 -0.438
C 0.37 -0.74 0.04 -0.113
Cl 1.34 -1.33 1.33 0.060
Cl 0.32 -1.77 -1.41 0.001
H 0.30 0.85 -1.45 0.246
H -1.79 -0.11 -0.26 0.241
H -1.14 0.30 1.37 0.252
```

HOMO level in Ha: -0.3796
Kohn-Sham gap in eV: 11.13
SMILES: Cl[C@@H]1CC1(Cl)Cl
Energy above the lowest of the compared OMol25 structures with the same formula, charge and spin in kcal per mole: 9.1
LUMO in eV: 0.80



Entry 2:
This record from OMol25 describes the molecule C5H6N2. The level of theory is the ωB97M-V functional and the def2-TZVPD basis.

The geometry in XYZ format:
```
13
Properties=species:S:1:pos:R:3:nbo_charge:R:1
C 0.42 0.58 -1.83 -0.079
C 0.57 -0.81 -1.31 -0.337
C 0.05 -0.87 0.04 0.119
N -0.28 0.41 0.16 -0.159
N 0.02 1.35 -0.73 -0.257
C -0.59 0.46 1.55 -0.198
C -0.12 -1.08 1.61 -0.412
H 0.76 1.10 -2.71 0.222
H 0.96 -1.65 -1.99 0.226
H -0.13 1.21 2.34 0.219
H -1.67 0.49 1.74 0.199
H -0.80 -1.93 1.95 0.224
H 0.75 -1.23 2.32 0.232
```

HOMO level in Ha: -0.3278
Kohn-Sham gap in eV: 9.85
SMILES: c1cc2n(n1)CC2
Energy above the lowest of the compared OMol25 structures with the same formula, charge and spin in kcal per mole: 79.6
LUMO in eV: 0.93



Entry 3:
This record from OMol25 describes the molecule CH4BNO2. The level of theory is the ωB97M-V functional and the def2-TZVPD basis.

The geometry in XYZ format:
```
9
Properties=species:S:1:pos:R:3:nbo_charge:R:1
B -1.12 0.22 -0.51 0.477
C 0.25 -0.14 0.30 -0.926
N -2.52 -0.06 -0.11 0.404
O -3.57 -0.60 -0.03 -0.251
O -2.24 1.15 0.15 -0.350
H -1.01 0.42 -1.67 -0.058
H 0.10 -1.02 0.92 0.228
H 0.54 0.66 0.98 0.240
H 1.08 -0.35 -0.37 0.235
```

HOMO level in Ha: -0.4129
Kohn-Sham gap in eV: 10.65
Energy above the lowest of the compared OMol25 structures with the same formula, charge and spin in kcal per mole: 22.7
LUMO in eV: -0.58



Entry 4:
This record from OMol25 describes the molecule C6H13N. The level of theory is the ωB97M-V functional and the def2-TZVPD basis.

The geometry in XYZ format:
```
20
Properties=species:S:1:pos:R:3:nbo_charge:R:1
C -1.69 -0.15 1.72 -0.619
C -1.56 0.85 0.61 -0.420
C -0.09 1.21 0.27 -0.394
C 0.59 0.15 -0.63 -0.106
C 1.39 0.63 -1.85 -0.636
C 0.49 -1.17 -0.37 -0.015
N 1.56 -2.09 -0.42 -0.840
H -2.42 0.17 2.48 0.214
H -1.80 -1.18 1.48 0.213
H -0.75 -0.15 2.41 0.198
H -2.00 1.84 0.82 0.208
H -2.03 0.56 -0.33 0.207
H 0.09 2.12 -0.33 0.197
H 0.50 1.26 1.18 0.201
H 0.76 0.52 -2.75 0.210
H 2.29 0.04 -2.00 0.214
H 1.45 1.70 -1.70 0.205
H -0.52 -1.62 -0.39 0.191
H 2.52 -1.80 -0.32 0.389
H 1.22 -2.87 0.13 0.382
```

HOMO level in Ha: -0.2463
Kohn-Sham gap in eV: 7.77
SMILES: CCC/C(C)=C/N
Energy above the lowest of the compared OMol25 structures with the same formula, charge and spin in kcal per mole: 59.1
LUMO in eV: 1.06



Entry 5:
This record from OMol25 describes the molecule C9H19NOSi. The level of theory is the ωB97M-V functional and the def2-TZVPD basis.

The geometry in XYZ format:
```
31
Properties=species:S:1:pos:R:3:nbo_charge:R:1
C -3.25 -3.21 0.87 -0.606
C -2.05 -2.30 1.28 -0.393
C -1.14 -1.79 0.15 -0.406
C 0.26 -1.45 0.65 -0.394
C 1.12 -0.88 -0.50 -0.008
C 2.49 -0.70 -0.17 0.259
N 3.62 -0.55 0.11 -0.304
O 0.54 0.27 -1.07 -0.850
Si 0.91 1.90 -0.67 1.877
C 1.63 2.23 1.03 -1.153
C -0.64 2.94 -0.85 -1.126
C 2.16 2.43 -1.93 -1.144
H -3.92 -3.49 1.69 0.215
H -2.93 -4.14 0.35 0.203
H -3.86 -2.66 0.13 0.200
H -2.45 -1.46 1.86 0.200
H -1.46 -2.89 1.99 0.192
H -1.61 -0.94 -0.37 0.220
H -1.09 -2.55 -0.65 0.196
H 0.19 -0.72 1.45 0.210
H 0.72 -2.34 1.11 0.219
H 1.06 -1.64 -1.31 0.225
H 0.83 2.32 1.78 0.236
H 2.25 1.38 1.30 0.248
H 2.24 3.13 1.04 0.252
H -0.97 2.86 -1.84 0.234
H -1.46 2.68 -0.20 0.239
H -0.37 4.00 -0.71 0.241
H 2.94 1.68 -1.91 0.246
H 2.57 3.42 -1.72 0.238
H 1.67 2.48 -2.89 0.236
```

HOMO level in Ha: -0.3742
Kohn-Sham gap in eV: 10.97
SMILES: CCCC[C@H](C#N)O[Si](C)(C)C
Energy above the lowest of the compared OMol25 structures with the same formula, charge and spin in kcal per mole: 0.0
LUMO in eV: 0.79



Entry 6:
This record from OMol25 describes a structure of composition C33H49BN4O9P2V. The level of theory is the ωB97M-V functional and the def2-TZVPD basis.

The geometry in XYZ format:
```
99
Properties=species:S:1:pos:R:3:mulliken_charge:R:1
V 0.89 -0.40 -0.09 -0.713
C 2.59 2.60 1.59 -2.175
C 3.79 1.64 1.60 2.111
C 4.49 1.78 2.96 -1.733
C 4.77 2.08 0.51 -1.702
P 3.09 -0.08 1.32 1.077
C 2.52 -0.54 3.01 -1.842
N 1.45 -1.48 2.83 0.407
B 0.78 -1.67 1.59 1.551
N -0.38 -2.46 1.90 0.508
C -1.46 -2.74 0.99 -1.970
P -0.87 -2.15 -0.65 0.704
C -2.36 -1.38 -1.46 1.922
C -3.53 -2.37 -1.54 -1.795
C -2.04 -0.86 -2.86 -1.626
C -2.77 -0.17 -0.61 -1.978
C -0.33 -3.70 -1.55 2.497
C -1.23 -4.90 -1.24 -1.881
C -0.30 -3.46 -3.07 -1.947
C 1.09 -4.04 -1.10 -1.778
C -0.40 -2.71 3.28 0.367
C -1.31 -3.38 4.06 -0.857
C -1.08 -3.43 5.43 -0.811
C 0.04 -2.82 6.00 -0.808
C 0.96 -2.14 5.21 -0.984
C 0.73 -2.10 3.85 0.200
C 4.46 -1.32 0.94 2.016
C 5.14 -0.99 -0.40 -1.758
C 3.80 -2.69 0.80 -2.180
C 5.53 -1.41 2.03 -1.647
H 2.94 3.59 1.87 0.855
H 1.80 2.32 2.28 0.198
H 2.18 2.68 0.58 0.243
H 4.83 2.81 3.05 0.552
H 5.37 1.14 3.05 0.300
H 3.84 1.59 3.81 0.333
H 4.87 3.17 0.58 0.534
H 4.43 1.84 -0.49 0.080
H 5.76 1.65 0.66 0.364
H 2.16 0.36 3.52 0.517
H 3.34 -0.94 3.61 0.698
H -2.37 -2.20 1.28 0.683
H -1.71 -3.80 0.97 0.912
H -3.33 -3.18 -2.23 0.373
H -4.40 -1.83 -1.91 0.510
H -3.80 -2.79 -0.57 0.306
H -2.01 -1.65 -3.61 0.394
H -1.09 -0.31 -2.90 -0.015
H -2.83 -0.16 -3.15 0.550
H -2.91 -0.37 0.45 0.241
H -3.72 0.21 -1.01 0.732
H -2.05 0.64 -0.71 0.389
H -2.29 -4.69 -1.27 0.326
H -0.99 -5.35 -0.28 0.430
H -1.03 -5.66 -2.00 0.518
H -1.30 -3.49 -3.50 0.371
H 0.27 -4.28 -3.51 0.611
H 0.18 -2.53 -3.34 0.182
H 1.19 -4.09 -0.01 0.168
H 1.80 -3.32 -1.50 0.088
H 1.35 -5.02 -1.50 0.840
H -2.19 -3.85 3.63 0.496
H -1.78 -3.95 6.07 0.428
H 0.19 -2.87 7.07 0.427
H 1.82 -1.65 5.65 0.493
H 4.43 -0.76 -1.19 0.052
H 5.70 -1.87 -0.70 0.601
H 5.84 -0.16 -0.32 0.401
H 3.08 -2.70 -0.01 0.204
H 3.30 -3.02 1.71 0.139
H 4.58 -3.42 0.56 0.782
H 6.00 -0.46 2.25 0.287
H 6.32 -2.08 1.66 0.487
H 5.15 -1.84 2.96 0.351
O 1.51 3.36 -2.12 -0.529
C 0.77 2.60 -1.59 -0.424
O 0.68 1.27 -1.94 -0.180
C -0.21 2.99 -0.51 1.202
C -0.73 4.27 -0.54 -0.451
C -1.53 4.68 0.50 -1.109
C -1.82 3.88 1.59 -0.319
C -1.29 2.61 1.60 -0.438
C -0.50 2.16 0.56 0.009
O 0.07 0.93 0.63 0.031
N -1.60 1.75 2.77 1.002
O -1.65 2.30 3.84 -0.613
O -1.77 0.57 2.56 -0.476
N -2.10 6.05 0.47 1.024
O -1.83 6.74 -0.49 -0.600
O -2.80 6.38 1.40 -0.606
H -0.49 4.95 -1.36 0.709
H -2.43 4.24 2.41 0.685
C 3.32 1.03 -3.33 -0.988
O 3.01 0.90 -1.92 0.228
C 1.82 0.37 -1.66 0.901
O 1.44 -0.84 -1.97 -0.636
H 4.07 1.81 -3.40 0.279
H 2.43 1.33 -3.88 0.356
H 3.71 0.08 -3.69 0.337
```

HOMO level in Ha: -0.3939
Kohn-Sham gap in eV: 6.87
Net charge: +1
LUMO in eV: -3.85



Entry 7:
This record from OMol25 describes a cluster of 2 separate species, CH4N5O in total. The level of theory is the ωB97M-V functional and the def2-TZVPD basis.

The geometry in XYZ format:
```
11
Properties=species:S:1:pos:R:3:nbo_charge:R:1
C 1.57 0.06 -0.03 -0.531
N -2.59 1.14 0.05 0.100
N -1.40 0.75 -0.01 0.042
N -2.59 -1.03 -0.04 0.128
N -3.34 0.04 0.06 -0.085
N -1.38 -0.62 -0.09 0.273
O -0.35 -1.30 0.00 0.065
H 0.76 0.85 -0.23 0.178
H 2.17 -0.58 -0.65 0.198
H 1.60 -0.39 0.94 0.162
H -4.29 0.00 -0.03 0.470
```

HOMO level (alpha / beta) in Ha: -0.4428 / -0.6113
Kohn-Sham gap (alpha / beta) in eV: 5.49 / 6.63
Net charge: +1
Spin multiplicity: 3
Energy above the lowest of the compared OMol25 structures with the same formula, charge and spin in kcal per mole: 26.2
LUMO (alpha / beta) in eV: -6.56 / -10.00



Entry 8:
This record from OMol25 describes the molecule C4H7N3. The level of theory is the ωB97M-V functional and the def2-TZVPD basis.

The geometry in XYZ format:
```
14
Properties=species:S:1:pos:R:3:nbo_charge:R:1
C -1.74 0.26 1.09 -0.521
C -0.87 0.09 0.09 0.122
C -0.79 -0.43 -1.28 -0.315
N 0.61 -0.36 -1.77 -0.429
C 1.33 -0.08 -0.76 0.237
N 0.51 0.16 0.37 -0.274
N 1.03 0.36 1.68 -0.682
H -2.86 0.69 0.92 0.224
H -1.36 0.45 2.10 0.186
H -0.99 -1.60 -1.41 0.251
H -1.35 -0.07 -2.37 0.253
H 2.30 0.16 -0.64 0.199
H 0.31 0.90 2.51 0.399
H 1.38 -0.74 2.12 0.352
```

HOMO level in Ha: -0.2878
Kohn-Sham gap in eV: 8.46
SMILES: C=C1CN=CN1N
Energy above the lowest of the compared OMol25 structures with the same formula, charge and spin in kcal per mole: 116.8
LUMO in eV: 0.63



Entry 9:
This record from OMol25 describes a structure of composition F8K2N4NaO16S8. The level of theory is the ωB97M-V functional and the def2-TZVPD basis.

The geometry in XYZ format:
```
39
Properties=species:S:1:pos:R:3:nbo_charge:R:1
Na 6.42 -0.79 4.02 0.998
K 1.50 -3.45 -1.98 0.991
K 5.09 -2.10 -1.94 0.989
N 0.83 3.15 -4.77 -1.062
S -0.69 3.54 -5.35 2.340
O -1.48 4.45 -4.54 -0.874
O -1.42 2.72 -6.31 -0.867
F -0.14 4.63 -6.43 -0.537
S 0.57 1.70 -4.72 2.426
O 0.88 0.97 -5.95 -0.941
O -0.41 1.16 -3.80 -0.918
F 1.85 1.37 -3.76 -0.566
N 3.04 -1.42 -0.48 -1.313
S 3.14 -1.69 1.18 2.399
O 1.90 -1.97 1.89 -0.794
O 4.27 -1.22 1.98 -0.956
F 3.51 -3.26 0.99 -0.549
S 2.43 -0.07 -0.59 2.429
O 2.89 0.99 0.33 -0.857
O 1.00 -0.13 -0.98 -0.828
F 3.18 0.28 -1.96 -0.516
N -2.05 1.01 3.15 -1.069
S -0.39 0.90 2.82 2.333
O 0.53 1.77 3.51 -0.879
O -0.12 0.38 1.47 -0.889
F -0.23 -0.45 3.74 -0.532
S -2.19 2.24 2.36 2.389
O -2.30 2.15 0.88 -0.884
O -1.72 3.47 2.93 -0.909
F -3.80 2.36 2.81 -0.556
N -3.37 -3.34 2.15 -0.798
S -3.60 -2.17 3.09 2.374
O -4.45 -1.05 2.70 -0.659
O -2.47 -1.91 3.95 -0.677
F -4.61 -2.90 4.10 -0.485
S -2.12 -2.72 1.21 2.327
O -0.80 -3.12 1.76 -0.829
O -2.28 -1.58 0.34 -0.747
F -2.39 -3.92 0.21 -0.506
```

HOMO level (alpha / beta) in Ha: -0.2908 / -0.2906
Kohn-Sham gap (alpha / beta) in eV: 4.03 / 2.97
Spin multiplicity: 2
LUMO (alpha / beta) in eV: -3.89 / -4.94



Entry 10:
This record from OMol25 describes a structure of composition C3H6O4V. The level of theory is the ωB97M-V functional and the def2-TZVPD basis.

The geometry in XYZ format:
```
14
Properties=species:S:1:pos:R:3:nbo_charge:R:1
O 0.07 -1.07 0.25 -0.581
C -0.85 -0.10 0.23 0.984
O -1.99 -0.16 -0.08 -0.485
O -0.13 1.02 0.45 -0.580
C -0.49 2.25 -0.12 0.001
H -1.48 2.28 -0.58 0.207
H -0.15 3.07 0.50 0.195
C -0.34 -2.44 0.01 -0.258
H -1.06 -2.73 0.78 0.230
H -0.76 -2.51 -1.00 0.234
H 0.58 -3.03 0.08 0.223
O 2.69 1.24 -0.36 -1.022
H 2.16 2.12 -0.74 0.490
V 1.74 0.04 0.57 1.362
```

HOMO level (alpha / beta) in Ha: -0.4819 / -0.5704
Kohn-Sham gap (alpha / beta) in eV: 8.68 / 10.57
Net charge: +1
Spin multiplicity: 5
Energy above the lowest of the compared OMol25 structures with the same formula, charge and spin in kcal per mole: 0.0
LUMO (alpha / beta) in eV: -4.43 / -4.95



Entry 11:
This record from OMol25 describes a structure of composition C10H6CuN2O4. The level of theory is the ωB97M-V functional and the def2-TZVPD basis.

The geometry in XYZ format:
```
23
Properties=species:S:1:pos:R:3:nbo_charge:R:1
Cu -0.08 0.26 -0.18 0.833
C -0.08 1.89 0.96 0.414
O -0.07 2.64 1.83 -0.326
C -0.04 1.09 -1.90 0.416
O -0.01 1.99 -2.62 -0.297
C -1.94 -0.31 0.01 0.425
O -3.03 0.05 0.12 -0.314
C 1.92 -0.37 -0.14 0.460
O 3.04 -0.12 -0.06 -0.329
H -0.09 -3.52 -2.33 -0.003
H -0.09 -3.07 -2.92 0.004
N -0.53 -1.17 7.56 -0.087
C -0.38 -1.15 6.40 0.179
C -0.15 -1.11 4.98 -0.023
C -0.90 -1.91 4.12 -0.153
C -0.71 -1.75 2.74 0.018
N 0.18 -0.88 2.26 -0.186
C 0.99 -0.21 3.08 -0.002
C 0.80 -0.23 4.46 -0.152
H -1.60 -2.65 4.50 0.297
H -1.32 -2.33 2.05 0.267
H 1.80 0.41 2.67 0.260
H 1.40 0.42 5.10 0.296
```

HOMO level (alpha / beta) in Ha: -0.6607 / -0.6577
Kohn-Sham gap (alpha / beta) in eV: 9.36 / 5.19
Net charge: +2
Spin multiplicity: 2
LUMO (alpha / beta) in eV: -8.62 / -12.70



Entry 12:
This record from OMol25 describes the ion C3H8NO2 with charge +1. The level of theory is the ωB97M-V functional and the def2-TZVPD basis.

The geometry in XYZ format:
```
14
Properties=species:S:1:pos:R:3:nbo_charge:R:1
C 0.10 1.24 -1.20 -0.432
N 0.89 0.14 -0.52 -0.526
C 0.04 -0.75 0.39 0.604
O 0.52 -2.00 0.50 -0.696
C -0.86 -0.08 1.33 -0.140
O -1.37 -0.72 0.13 -0.469
H -0.97 1.12 -1.23 0.280
H 0.34 2.19 -0.57 0.241
H 0.61 1.39 -2.14 0.250
H 1.68 0.33 0.02 0.446
H 1.20 -0.66 -1.23 0.466
H 0.15 -2.63 1.13 0.546
H -1.26 -0.47 2.24 0.233
H -1.06 0.90 1.14 0.199
```

HOMO level in Ha: -0.5665
Kohn-Sham gap in eV: 11.86
Net charge: +1
SMILES: C[NH2+][C@@]1(O)CO1
Energy above the lowest of the compared OMol25 structures with the same formula, charge and spin in kcal per mole: 78.4
LUMO in eV: -3.55



| no. | F_max (eV/Å) |
| --- | --- |
| 1 | 1.15 |
| 2 | 5.25 |
| 3 | 2.96 |
| 4 | 3.59 |
| 5 | 4.17 |
| 6 | 1.45 |
| 7 | 5.37 |
| 8 | 7.07 |
| 9 | 12.07 |
| 10 | 4.42 |
| 11 | 5.95 |
| 12 | 6.24 |